[1]
# C4H12N2O2

A cluster of 2 separate species, C4H12N2O2 in total (ωB97M-V/def2-TZVPD, OMol25).

## Properties
LUMO = 0.627 eV
Gap between HOMO and LUMO = 0.365 Eh
Highest occupied orbital energy = -9.3 eV
Structure (SMILES) = CC(=O)NCCN.O
Energy above the lowest of the compared OMol25 structures with the same formula, charge and spin = 119.7 kJ/mol

The geometry in XYZ format:
```
20
Properties=species:S:1:pos:R:3:forces:R:3:mulliken_charge:R:1
C 2.417756 -1.201726 -0.383868 -0.1 -0.7 -0.1 -1.1135
C 1.279136 -0.801502 -1.289389 -0.6 -0.5 -0.3 0.6458
O 1.153119 -1.225256 -2.425914 0.2 0.1 0.2 -0.6443
N 0.321360 0.008757 -0.752494 -0.5 0.2 0.5 -0.0924
C 0.217031 0.501088 0.605936 0.8 0.2 0.2 -0.4940
C -0.309021 1.935380 0.617411 -0.5 -0.7 0.1 -0.8245
N -1.711127 2.043819 0.274825 0.0 0.5 -0.1 -0.4976
H 2.919092 -2.067003 -0.819986 0.2 0.4 -0.4 0.2976
H 3.111572 -0.374699 -0.236770 0.0 -0.1 0.3 0.2929
H 2.016494 -1.620372 0.544990 0.1 0.6 0.2 0.3625
H -0.554518 0.077487 -1.253418 0.3 0.0 -0.5 0.2754
H -0.345426 -0.172267 1.259319 -0.4 0.1 -0.1 0.2745
H 1.194575 0.522272 1.068961 0.4 0.0 -0.1 0.4117
H -0.134283 2.368447 1.605274 0.1 0.0 0.0 0.3005
H 0.270585 2.475971 -0.125712 0.0 0.3 0.1 0.3755
H -1.930696 2.249727 -0.683168 0.0 -0.2 0.0 0.2372
H -2.352433 1.410805 0.721022 0.0 -0.1 0.0 0.1951
O -2.707440 -2.007422 0.772811 0.2 0.2 -0.1 -0.6586
H -2.096542 -1.386915 0.352264 -0.1 -0.1 0.1 0.3379
H -2.759241 -2.736595 0.147906 0.0 -0.1 0.0 0.3182
```
Positions in Å, forces in eV/Å.

---

[2]
# C3H3BeO2

A structure of composition C3H3BeO2 in a non-equilibrium geometry (ωB97M-V/def2-TZVPD, OMol25).

## Properties
LUMO (spin up / spin down) = -13.616 / -13.555 eV
Gap between HOMO and LUMO (spin up / spin down) = 0.198 / 0.203 Eh
Total charge = +2
Highest occupied orbital energy (spin up / spin down) = -19.0 / -19.1 eV
Spin multiplicity = 2
Energy above the lowest of the compared OMol25 structures with the same formula, charge and spin = 587.8 kJ/mol

The geometry in XYZ format:
```
9
Properties=species:S:1:pos:R:3:forces:R:3:mulliken_spin:R:1
C -1.471922 0.061175 0.628726 -0.3 -0.3 0.4 0.9396
C -0.654373 0.880486 -0.128989 3.0 0.1 -1.4 0.1816
H -1.826412 0.037070 1.658796 0.1 -0.2 -0.1 0.0310
H -0.091439 1.686878 0.363906 -0.5 0.0 -0.1 0.0510
H -0.848629 1.029381 -1.197790 -0.3 0.0 0.3 0.0319
O -0.178578 -1.387919 0.602631 2.3 -2.1 -0.2 -0.0090
C 0.670889 -0.846206 -0.064060 -10.8 3.5 3.8 -0.1910
Be 2.633071 -0.530288 -1.349604 5.6 1.9 -4.7 -0.0077
O 1.767397 -0.930573 -0.513620 1.0 -2.8 2.0 -0.0273
```
Positions in Å, forces in eV/Å.

---

[3]
# C5H13N2

The ion C5H13N2 with charge +1 in a non-equilibrium geometry (ωB97M-V/def2-TZVPD, OMol25).

## Properties
LUMO = -3.184 eV
Gap between HOMO and LUMO = 0.365 Eh
Total charge = +1
Highest occupied orbital energy = -13.1 eV
Structure (SMILES) = CN/C=C\CC[NH3+]
Energy above the lowest of the compared OMol25 structures with the same formula, charge and spin = 304.9 kJ/mol

The geometry in XYZ format:
```
20
Properties=species:S:1:pos:R:3:forces:R:3:mulliken_charge:R:1
C -1.178033 1.509105 1.624562 1.3 -0.2 -0.6 -0.9051
N -0.632873 0.112603 1.453288 -1.1 0.7 -1.8 -0.4512
C 0.782503 -0.123155 1.276293 0.5 -0.9 2.4 -0.1463
C 1.579171 -0.582734 0.290640 -2.2 -1.7 -1.1 -0.4371
C 1.215350 -0.940378 -1.201181 -2.2 3.0 0.4 -0.4849
C 0.163347 0.078932 -1.799252 0.2 0.8 -1.5 -0.8100
N -1.270954 -0.204202 -1.378884 0.6 -1.9 1.5 -0.2526
H -0.955040 1.904351 2.623433 -0.1 -0.1 -0.2 0.3484
H -0.665213 2.188411 0.901143 -0.8 -0.5 0.4 0.3001
H -2.255011 1.392729 1.490009 0.1 0.6 -0.1 0.3345
H -0.945976 -0.319491 2.317713 0.5 -0.6 -0.3 0.3101
H 1.114110 -0.157715 2.337927 1.2 0.0 -1.1 0.3056
H 2.453371 -1.163406 0.540281 0.6 0.8 0.6 0.3194
H 0.794059 -1.901295 -1.488988 0.6 -0.6 0.7 0.3652
H 2.049846 -0.707832 -1.835387 0.7 -0.3 -0.2 0.3461
H 0.429302 1.114046 -1.564343 -0.2 -0.2 0.2 0.3655
H 0.113133 0.029150 -2.913604 0.4 -0.1 0.8 0.4206
H -1.162459 -0.433222 -0.363875 -0.2 0.1 0.6 0.3401
H -1.508007 -1.102937 -1.820046 -0.4 0.5 0.0 0.3873
H -2.080462 0.423541 -1.354432 0.6 0.4 -0.9 0.3443
```
Positions in Å, forces in eV/Å.

---

[4]
# C2H7INP

A structure of composition C2H7INP in a non-equilibrium geometry (ωB97M-V/def2-TZVPD, OMol25).

## Properties
LUMO (spin up / spin down) = -1.954 / -1.954 eV
Gap between HOMO and LUMO (spin up / spin down) = 0.250 / 0.250 Eh
Highest occupied orbital energy (spin up / spin down) = -8.8 / -8.8 eV
Energy above the lowest of the compared OMol25 structures with the same formula, charge and spin = 91.0 kJ/mol

The geometry in XYZ format:
```
12
Properties=species:S:1:pos:R:3:forces:R:3:mulliken_charge:R:1
C -1.412700 1.824964 -0.389763 2.1 0.6 2.4 -0.6092
C 0.510894 -1.996102 0.040686 -2.4 2.5 -1.6 -0.8725
N -0.856722 0.477789 -0.306129 1.4 0.1 0.1 -0.3082
P 0.500648 -0.123633 0.192401 -0.2 -1.6 0.3 0.2183
I 3.658391 -0.025676 -0.136666 -1.8 0.1 0.0 -0.3333
H -2.288745 1.947646 0.259066 0.0 -0.4 -0.4 0.2555
H -0.678213 2.620130 -0.008953 -0.9 -1.0 -0.5 0.2557
H -1.577437 2.014754 -1.400099 -0.8 0.5 -1.6 0.2641
H 0.848523 -2.222316 0.999422 1.5 -1.0 1.2 0.3292
H 1.057397 -2.203057 -0.883416 -0.1 -0.7 0.7 0.3413
H -0.586764 -2.259615 0.072161 1.1 0.1 -0.7 0.3185
H 0.824724 -0.054879 1.561293 0.0 0.8 0.0 0.1405
```
Positions in Å, forces in eV/Å.

---

[5]
# C3Cl4

An isolated molecule of C3Cl4 (ωB97M-V/def2-TZVPD, OMol25).

## Properties
LUMO = 0.499 eV
Gap between HOMO and LUMO = 0.395 Eh
Highest occupied orbital energy = -10.2 eV
Structure (SMILES) = ClC1=C(Cl)C1(Cl)Cl
Energy above the lowest of the compared OMol25 structures with the same formula, charge and spin = 0.1 kJ/mol

The geometry in XYZ format:
```
7
Properties=species:S:1:pos:R:3:forces:R:3:mulliken_charge:R:1
Cl 1.536124 -2.096588 -0.001401 -0.2 0.3 0.0 -0.1304
C 0.702855 -0.634198 0.002719 0.3 -0.6 0.0 0.0747
C 0.684222 0.657847 0.001332 0.1 0.5 0.0 0.0831
Cl 1.451869 2.150249 -0.002046 -0.1 -0.2 0.0 -0.1302
C -0.613867 -0.010885 -0.003977 -0.2 0.0 0.1 0.4703
Cl -1.633486 -0.029717 -1.452612 0.0 0.0 0.0 -0.1824
Cl -1.627405 -0.028449 1.456033 0.0 0.0 0.0 -0.1851
```
Positions in Å, forces in eV/Å.

---

[6]
# C14H13F5N5NiO3STe

A structure of composition C14H13F5N5NiO3STe in a non-equilibrium geometry (ωB97M-V/def2-TZVPD, OMol25).

## Properties
LUMO (spin up / spin down) = 0.752 / 0.729 eV
Gap between HOMO and LUMO (spin up / spin down) = 0.233 / 0.234 Eh
Total charge = -1
Highest occupied orbital energy (spin up / spin down) = -5.6 / -5.7 eV
Spin multiplicity = 3
Energy above the lowest of the compared OMol25 structures with the same formula, charge and spin = 397.5 kJ/mol

The geometry in XYZ format:
```
43
Properties=species:S:1:pos:R:3:forces:R:3:mulliken_spin:R:1
Ni -0.344879 1.848022 -0.515345 -0.7 -0.3 -1.3 0.9948
N -4.067338 3.383012 -1.830280 -0.3 0.2 0.1 -0.0024
C -2.907134 2.736738 -1.542223 0.8 -1.1 -0.3 0.0045
S -1.958172 3.349907 -0.234572 0.7 0.1 0.3 -0.0448
N -2.543707 1.713508 -2.255016 -1.7 0.8 -0.4 0.0037
N -1.309649 1.219455 -2.001871 0.6 -0.8 -0.4 -0.0358
C -0.947309 0.232465 -2.785463 -0.3 0.8 0.4 -0.0060
C 0.331234 -0.369234 -2.831414 1.0 0.0 0.7 0.0104
C 0.618120 -1.359094 -3.792523 0.0 0.0 0.0 -0.0054
C 1.885222 -1.854320 -3.941870 -0.1 -0.2 -0.2 0.0079
C 2.922081 -1.395589 -3.111956 -0.2 0.0 0.0 -0.0036
C 2.685240 -0.467915 -2.139636 -0.1 0.3 0.2 0.0049
C 1.384721 0.075375 -1.957289 -0.4 -1.1 -1.3 -0.0004
O 1.198479 0.968270 -1.067890 -0.3 1.0 0.6 0.0076
H -4.396505 4.009846 -1.116380 -0.2 -0.1 -0.1 0.0006
H -4.757603 2.884231 -2.366080 0.0 0.0 0.0 0.0005
H -1.697305 -0.095296 -3.504177 0.0 0.1 0.1 -0.0018
H -0.183751 -1.710621 -4.428167 -0.1 0.0 -0.1 -0.0003
H 2.098588 -2.598632 -4.697513 -0.1 0.0 0.0 0.0007
H 3.917051 -1.794248 -3.249507 0.1 0.0 0.1 -0.0001
H 3.455420 -0.113459 -1.473095 0.0 0.0 0.1 -0.0008
N 0.764185 -2.221922 4.377167 0.3 0.0 0.3 -0.0009
C -0.391840 -2.558178 3.795052 0.1 0.1 0.0 0.0003
O -1.076512 -3.515411 4.104536 -0.3 -0.3 -0.1 0.0001
C -0.772154 -1.585188 2.717002 -0.4 0.0 -0.5 -0.0048
C -1.035719 -1.999624 1.412788 0.0 0.1 0.5 0.0299
C -1.224759 -1.042224 0.436509 -0.1 -0.1 -0.2 0.0002
N -1.237490 0.264874 0.694815 0.5 0.3 0.0 0.1385
C -1.042410 0.657117 1.958626 -1.4 -0.2 0.5 -0.0397
C -0.826463 -0.233367 3.000136 -0.1 0.0 -0.1 0.0354
H 1.138001 -2.811981 5.100440 -0.1 -0.1 0.0 -0.0001
H 1.347217 -1.481575 4.003554 0.2 0.3 -0.2 -0.0006
H -1.023545 -3.048379 1.164894 0.0 -0.1 -0.1 0.0018
H -1.356952 -1.335175 -0.596391 0.1 0.0 -0.1 0.0061
H -1.151290 1.714304 2.160445 0.2 0.0 0.0 -0.0020
H -0.636567 0.146776 3.990817 0.1 0.1 0.0 -0.0009
F 2.339608 -0.032140 3.169753 -0.6 0.7 -1.0 0.1068
Te 1.586044 1.229926 1.588376 5.9 -1.0 3.9 0.2098
F 3.303490 0.870664 0.611496 -1.3 0.3 0.3 0.0513
F 1.482097 -0.904879 0.842174 -0.5 1.0 0.3 0.2004
F 0.803832 2.032601 3.377868 -0.3 -0.6 -1.2 0.0863
F 2.881796 2.531175 2.248071 -0.8 -0.6 -0.5 0.0048
O 0.746627 2.660186 0.684142 -0.6 0.3 -0.2 0.2429
```
Positions in Å, forces in eV/Å.

---

Please write out number 2 again, unchanged.
# C3H3BeO2

A structure of composition C3H3BeO2 in a non-equilibrium geometry (ωB97M-V/def2-TZVPD, OMol25).

## Properties
LUMO (spin up / spin down) = -13.616 / -13.555 eV
Gap between HOMO and LUMO (spin up / spin down) = 0.198 / 0.203 Eh
Total charge = +2
Highest occupied orbital energy (spin up / spin down) = -19.0 / -19.1 eV
Spin multiplicity = 2
Energy above the lowest of the compared OMol25 structures with the same formula, charge and spin = 587.8 kJ/mol

The geometry in XYZ format:
```
9
Properties=species:S:1:pos:R:3:forces:R:3:mulliken_spin:R:1
C -1.471922 0.061175 0.628726 -0.3 -0.3 0.4 0.9396
C -0.654373 0.880486 -0.128989 3.0 0.1 -1.4 0.1816
H -1.826412 0.037070 1.658796 0.1 -0.2 -0.1 0.0310
H -0.091439 1.686878 0.363906 -0.5 0.0 -0.1 0.0510
H -0.848629 1.029381 -1.197790 -0.3 0.0 0.3 0.0319
O -0.178578 -1.387919 0.602631 2.3 -2.1 -0.2 -0.0090
C 0.670889 -0.846206 -0.064060 -10.8 3.5 3.8 -0.1910
Be 2.633071 -0.530288 -1.349604 5.6 1.9 -4.7 -0.0077
O 1.767397 -0.930573 -0.513620 1.0 -2.8 2.0 -0.0273
```
Positions in Å, forces in eV/Å.

---

> Number 6 is which compound?

C14H13F5N5NiO3STe

---

> Which value of energy above the lowest of the compared OMol25 structures with the same formula, charge and spin does entry 5 give?

0.1 kJ/mol

---

What did the fourth record say?
# C2H7INP

A structure of composition C2H7INP in a non-equilibrium geometry (ωB97M-V/def2-TZVPD, OMol25).

## Properties
LUMO (spin up / spin down) = -1.954 / -1.954 eV
Gap between HOMO and LUMO (spin up / spin down) = 0.250 / 0.250 Eh
Highest occupied orbital energy (spin up / spin down) = -8.8 / -8.8 eV
Energy above the lowest of the compared OMol25 structures with the same formula, charge and spin = 91.0 kJ/mol

The geometry in XYZ format:
```
12
Properties=species:S:1:pos:R:3:forces:R:3:mulliken_charge:R:1
C -1.412700 1.824964 -0.389763 2.1 0.6 2.4 -0.6092
C 0.510894 -1.996102 0.040686 -2.4 2.5 -1.6 -0.8725
N -0.856722 0.477789 -0.306129 1.4 0.1 0.1 -0.3082
P 0.500648 -0.123633 0.192401 -0.2 -1.6 0.3 0.2183
I 3.658391 -0.025676 -0.136666 -1.8 0.1 0.0 -0.3333
H -2.288745 1.947646 0.259066 0.0 -0.4 -0.4 0.2555
H -0.678213 2.620130 -0.008953 -0.9 -1.0 -0.5 0.2557
H -1.577437 2.014754 -1.400099 -0.8 0.5 -1.6 0.2641
H 0.848523 -2.222316 0.999422 1.5 -1.0 1.2 0.3292
H 1.057397 -2.203057 -0.883416 -0.1 -0.7 0.7 0.3413
H -0.586764 -2.259615 0.072161 1.1 0.1 -0.7 0.3185
H 0.824724 -0.054879 1.561293 0.0 0.8 0.0 0.1405
```
Positions in Å, forces in eV/Å.